# C3H10O2

A cluster of 2 separate species, C3H10O2 in total in a non-equilibrium geometry (ωB97M-V with the def2-TZVPD basis set, the OMol25 dataset).

Each line ends with the Mulliken charge.
Positions of all 15 atoms, in Å:
O1 -1.04 -1.77 -0.11  -0.5447
O2 0.84 0.30 -0.19  -0.4082
C1 2.06 0.01 0.46  -0.6892
C2 -1.97 -1.07 -0.88  -0.5500
C3 0.10 1.42 0.42  -0.7236
H1 2.74 0.87 0.43  0.2977
H2 -0.71 1.74 -0.22  0.2303
H3 -2.59 -1.79 -1.42  0.2602
H4 2.51 -0.82 -0.08  0.2389
H5 -1.47 -0.39 -1.59  0.2054
H6 1.89 -0.25 1.51  0.3173
H7 0.79 2.25 0.54  0.3650
H8 -0.25 1.11 1.41  0.3068
H9 -0.26 -1.19 -0.02  0.4671
H10 -2.63 -0.44 -0.26  0.2269

Output
- SMILES = COC.CO
- E_HOMO (hartree) = -0.3577

# C3H10O2S

A cluster of 2 separate species, C3H10O2S in total in a non-equilibrium geometry (ωB97M-V with the def2-TZVPD basis set, the OMol25 dataset).

Each line ends with the Mulliken charge.
Positions of all 16 atoms, in Å:
S1 2.39 1.06 0.55  -0.2194
O1 -1.44 -4.33 -0.26  -0.6249
O2 -1.63 0.00 -1.30  -0.4944
C1 0.72 1.67 0.19  -0.4526
C2 -0.32 0.67 0.66  -0.4737
C3 -1.64 0.86 -0.16  -0.7205
H1 -1.62 -5.18 -0.66  0.3094
H2 -0.11 -0.40 0.52  0.3008
H3 -0.54 0.70 1.74  0.3401
H4 -0.93 0.44 -1.80  0.3469
H5 2.17 -0.08 -0.13  0.1208
H6 0.73 2.64 0.70  0.3158
H7 -2.24 -3.99 0.10  0.3165
H8 -1.74 1.97 -0.26  0.2794
H9 0.44 1.80 -0.88  0.2636
H10 -2.56 0.69 0.39  0.3920

Output
- SMILES = OCCCS.O
- E_HOMO (hartree) = -0.3336

# C3H10O2S

A cluster of 2 separate species, C3H10O2S in total in a non-equilibrium geometry (ωB97M-V with the def2-TZVPD basis set, the OMol25 dataset).

Each line ends with the Mulliken charge.
Positions of all 16 atoms, in Å:
S1 -2.86 -1.36 -1.32  -0.2250
O1 1.42 1.47 -0.45  -0.5152
O2 3.05 -1.86 1.46  -0.6446
C1 -1.91 -0.12 -0.32  -0.8037
C2 0.05 1.31 0.03  -0.5842
C3 -0.41 0.02 -0.65  -0.3026
H1 -2.37 -2.50 -0.80  0.1191
H2 0.05 1.16 1.10  0.3103
H3 -0.48 2.25 -0.17  0.4219
H4 3.34 -1.31 2.20  0.3133
H5 2.88 -1.19 0.79  0.3311
H6 0.26 -0.77 -0.34  0.3020
H7 -0.36 0.20 -1.73  0.2773
H8 -2.41 0.85 -0.47  0.3340
H9 -1.98 -0.40 0.72  0.3759
H10 1.74 2.27 -0.04  0.2904

Output
- SMILES = OCCCS.O
- E_HOMO (hartree) = -0.3348

# C3H10O2S

A cluster of 2 separate species, C3H10O2S in total in a non-equilibrium geometry (ωB97M-V with the def2-TZVPD basis set, the OMol25 dataset).

Each line ends with the Mulliken charge.
Positions of all 16 atoms, in Å:
S1 -0.77 -2.83 0.51  0.2481
O1 2.01 1.00 -0.77  -0.5066
O2 -3.45 2.68 -0.89  -0.6274
C1 0.23 -0.22 0.90  -0.4102
C2 0.31 -1.40 -0.08  -0.6472
C3 1.59 0.71 0.62  -0.5809
H1 -4.22 2.23 -1.24  0.3263
H2 1.34 -1.88 0.03  0.4131
H3 2.54 0.43 1.10  0.3838
H4 0.13 -1.29 -1.10  0.4888
H5 0.43 -0.72 1.92  0.3338
H6 2.77 0.39 -1.01  0.3335
H7 1.32 1.83 1.13  0.2611
H8 -0.82 -3.60 -0.66  0.3057
H9 -0.71 0.39 0.81  0.3741
H10 -2.68 2.27 -1.28  0.3039

Output
- multiplicity = 2
- net charge = +1
- E_HOMO (alpha / beta) (hartree) = -0.5140 / -0.5140

# C3H10O3

A cluster of 3 separate species, C3H10O3 in total in a non-equilibrium geometry (ωB97M-V with the def2-TZVPD basis set, the OMol25 dataset).

Each line ends with the Mulliken charge.
Positions of all 16 atoms, in Å:
O1 -0.45 1.60 -1.13  -0.5942
O2 2.12 -0.06 1.80  -0.5141
O3 -1.04 1.08 -4.31  -0.6094
C1 -1.23 -1.56 1.78  -0.8265
C2 -0.23 -0.69 1.73  0.0509
C3 1.19 -1.04 1.37  -0.2941
H1 -0.27 0.39 1.91  0.2304
H2 -0.49 0.95 -5.10  0.3137
H3 1.32 -1.10 0.27  0.2416
H4 -0.84 2.01 -4.16  0.3012
H5 -2.28 -1.31 1.85  0.2563
H6 1.47 -2.04 1.73  0.3194
H7 1.88 0.21 2.70  0.2958
H8 0.01 1.91 -0.33  0.3000
H9 -1.03 -2.61 1.65  0.2402
H10 -0.14 2.27 -1.75  0.2889

Output
- SMILES = C=CCO.O.O
- E_HOMO (hartree) = -0.3555

# C3H10O3

A cluster of 3 separate species, C3H10O3 in total (ωB97M-V with the def2-TZVPD basis set, the OMol25 dataset).

Each line ends with the Mulliken charge.
Positions of all 16 atoms, in Å:
O1 -0.15 -2.41 -0.84  -0.6480
O2 -0.26 -0.65 2.37  -0.6304
O3 1.73 -0.52 0.18  -0.5593
C1 1.18 0.54 0.00  0.0208
C2 -1.00 1.63 -0.34  -1.1165
C3 0.12 0.83 -1.02  -0.1873
H1 0.61 -1.98 -0.41  0.3482
H2 0.18 -3.25 -1.18  0.3022
H3 -0.24 -0.12 -1.42  0.2475
H4 -0.72 2.67 -0.23  0.3294
H5 1.51 1.36 0.66  0.3420
H6 0.60 1.47 -1.77  0.3014
H7 -1.94 1.56 -0.89  0.3336
H8 -1.27 1.23 0.64  0.2858
H9 0.37 -1.32 2.64  0.3073
H10 -0.71 -1.04 1.61  0.3235

Output
- SMILES = CCC=O.O.O
- E_HOMO (hartree) = -0.3695

Energy relative to the best compared isomer or geometry (same formula, charge and spin) in kJ/mol, matching the order above: 111.8; 74.1; 26.0; 124.2; 131.4; 15.4
DFT total energy in a.u., matching the order above: -270.729241; -668.922042; -668.940347; -668.560486; -345.964406; -346.008587